Record 1
A cluster of 7 separate species, C13H40N2O13 in total. Source: the OMol25 dataset; level of theory: wB97M-V/def2-TZVPD.

## Properties
LUMO energy: 0.3 eV
Net charge: 0
Multiplicity: 1

Each line ends with the natural charge from an NBO analysis.
Positions of all 68 atoms, in Å:
N 1.60 -6.20 -0.88  -0.86
C 0.94 -5.34 -1.74  0.78
N 1.50 -4.08 -1.75  -0.89
O 0.08 -5.67 -2.53  -0.64
H 2.47 -5.84 -0.53  0.38
H 1.40 -7.18 -0.79  0.41
H 1.25 -3.55 -2.58  0.42
H 2.08 -3.68 -1.04  0.39
O 3.60 2.24 4.05  -0.71
C 2.18 2.23 4.00  -0.09
C 1.64 0.92 4.46  -0.09
O 2.19 -0.16 3.69  -0.72
H 3.89 3.06 3.64  0.47
H 1.76 3.06 4.58  0.17
H 1.86 2.37 2.96  0.18
H 0.54 0.92 4.40  0.17
H 1.84 0.72 5.52  0.17
H 1.46 -0.77 3.56  0.48
O -2.48 1.71 0.87  -0.76
C -3.52 2.32 1.60  -0.09
C -3.90 3.68 1.07  -0.10
O -2.98 4.66 1.48  -0.72
H -1.88 2.40 0.54  0.49
H -4.35 1.62 1.74  0.18
H -3.19 2.46 2.65  0.16
H -4.86 3.98 1.49  0.19
H -4.02 3.54 -0.01  0.16
H -2.08 4.43 1.23  0.47
O -2.23 -3.47 1.79  -0.73
C -2.22 -2.07 1.47  -0.09
C -3.60 -1.61 1.07  -0.10
O -4.62 -2.17 1.91  -0.73
H -2.90 -3.91 1.27  0.47
H -1.81 -1.59 2.36  0.17
H -1.54 -1.88 0.64  0.16
H -3.80 -1.89 0.04  0.17
H -3.69 -0.53 1.21  0.20
H -4.17 -2.48 2.71  0.47
O -0.27 3.35 0.55  -0.77
C 0.09 4.36 -0.40  -0.10
C -0.55 4.04 -1.73  -0.09
O -0.05 2.77 -2.18  -0.74
H 0.39 2.65 0.45  0.52
H -0.26 5.31 0.01  0.19
H 1.17 4.47 -0.54  0.18
H -0.44 4.76 -2.54  0.18
H -1.62 3.92 -1.53  0.16
H -0.12 2.75 -3.14  0.47
O 1.36 1.04 0.95  -0.77
C 0.39 0.18 0.34  -0.10
C 1.10 -1.07 -0.12  -0.11
O 1.57 -1.75 1.06  -0.75
H 1.84 0.53 1.63  0.51
H -0.36 -0.14 1.06  0.18
H -0.12 0.74 -0.44  0.20
H 2.02 -0.84 -0.66  0.18
H 0.49 -1.76 -0.71  0.19
H 1.15 -2.62 1.13  0.48
O 1.58 -2.95 -4.55  -0.73
C 1.73 -1.57 -4.31  -0.09
C 2.67 -0.92 -5.28  -0.10
O 4.04 -1.14 -4.92  -0.72
H 1.51 -3.19 -5.47  0.48
H 0.77 -1.04 -4.33  0.16
H 2.04 -1.43 -3.27  0.19
H 2.52 0.17 -5.24  0.18
H 2.49 -1.19 -6.32  0.17
H 4.44 -1.70 -5.58  0.47

Record 2
A cluster of 6 separate species, C13H40N4O8 in total. Source: the OMol25 dataset; level of theory: wB97M-V/def2-TZVPD.

## Properties
LUMO energy: 0.2 eV
Net charge: 0
Multiplicity: 1

Each line ends with the natural charge from an NBO analysis.
Positions of all 65 atoms, in Å:
C -0.34 -24.65 10.09  -0.26
O -0.68 -25.71 9.21  -0.54
C 0.39 -26.70 9.13  -0.08
C -0.11 -27.98 8.35  -0.22
N 0.97 -28.83 7.81  -0.64
C 0.44 -30.13 7.37  -0.23
C 1.40 -31.01 6.56  -0.06
O 2.66 -30.98 7.31  -0.56
C 2.79 -31.55 8.59  -0.26
H -0.35 -24.90 11.15  0.18
H -1.13 -23.89 10.03  0.18
H 0.56 -24.14 9.74  0.17
H 0.98 -27.08 9.97  0.18
H 1.09 -26.22 8.44  0.17
H -0.79 -27.79 7.52  0.19
H -0.66 -28.56 9.09  0.15
H 1.79 -28.89 8.40  0.36
H -0.42 -29.90 6.75  0.19
H 0.16 -30.70 8.26  0.16
H 1.39 -30.55 5.58  0.20
H 0.99 -32.03 6.56  0.17
H 2.27 -31.04 9.40  0.16
H 3.83 -31.43 8.91  0.19
H 2.66 -32.63 8.63  0.17
C -3.07 -19.36 13.54  -0.27
O -4.37 -19.44 14.17  -0.54
C -5.28 -20.22 13.40  -0.06
C -6.67 -20.08 14.07  -0.25
N -7.27 -21.39 14.07  -0.63
C -8.12 -21.60 15.18  -0.22
C -9.48 -20.90 14.83  -0.08
O -9.37 -19.53 15.00  -0.55
C -10.63 -18.92 15.17  -0.28
H -2.62 -20.34 13.44  0.17
H -2.34 -18.93 14.23  0.18
H -2.98 -18.86 12.57  0.19
H -4.99 -21.26 13.28  0.16
H -5.39 -19.97 12.34  0.16
H -7.33 -19.30 13.69  0.19
H -6.47 -19.75 15.09  0.21
H -7.85 -21.54 13.26  0.34
H -7.66 -21.26 16.11  0.21
H -8.31 -22.66 15.30  0.19
H -10.16 -21.31 15.57  0.15
H -9.92 -21.05 13.84  0.16
H -11.51 -19.32 15.68  0.19
H -10.80 -18.58 14.14  0.18
H -10.44 -18.07 15.82  0.19
N -3.68 -22.51 8.39  -0.84
C -4.31 -22.55 9.54  0.77
N -5.52 -22.96 9.43  -0.80
O -3.84 -22.27 10.66  -0.73
H -4.13 -22.62 7.49  0.40
H -2.67 -22.57 8.43  0.42
H -6.06 -23.23 10.25  0.42
H -5.90 -22.92 8.50  0.38
O -1.23 -21.33 11.26  -0.99
H -2.06 -21.78 11.11  0.50
H -0.75 -21.91 11.86  0.48
O -3.74 -24.24 12.75  -0.96
H -3.96 -23.82 13.59  0.47
H -3.99 -23.58 12.09  0.49
O -2.59 -19.65 9.44  -0.95
H -3.02 -20.40 9.03  0.46
H -1.91 -20.04 9.99  0.49

What electronic energy values result from the calculations? In sequence: -1606.8582, -1340.0934 Eh.
What F_max values result from the calculations? In sequence: 1.59, 4.20 eV/A.